{"formula": "C4H4O2S", "method": "wB97M-V/def2-TZVPD", "relative_energy_kcal_mol": 51.99, "max_force_ev_per_a": 5.8, "total_charge": 0, "multiplicity": 1, "e_homo_ha": -0.2845, "e_lumo_ev": 0.624, "orbital_gap_ha": 0.307, "smiles": "O=C[C@@H]1OC=CS1", "species": ["C", "C", "C", "C", "H", "H", "H", "H", "O", "O", "S"], "xyz": [[-1.91942, 0.12520, -0.30103], [-0.59817, -0.08763, 0.61960], [1.67730, -0.63988, -0.25164], [1.31822, 0.67125, -0.14490], [-1.85208, 0.84842, -1.11658], [-0.88294, -0.22149, 1.65450], [2.69670, -1.08030, -0.50557], [1.92195, 1.57366, -0.40946], [-2.86015, -0.58853, -0.08417], [0.20647, 1.00541, 0.40611], [0.29213, -1.60610, 0.13315]], "atomic_forces_ev_per_a": [[1.04, -2.05, 2.03], [-2.71, -0.52, -1.26], [1.16, 1.72, -0.53], [5.49, -0.64, -1.63], [0.06, 0.34, -0.19], [-0.31, 0.42, 0.25], [-1.84, 0.89, 0.14], [-0.26, -1.16, 0.27], [-0.04, 0.64, -0.45], [-2.14, 1.41, 1.13], [-0.44, -1.04, 0.24]]}